Record 1
Here is a 2-piece molecular cluster, C3H6N4O overall in a non-equilibrium geometry from the OMol25 dataset. Energies are from the ωB97M-V functional and the def2-TZVPD basis.

## Properties
Max |F| in eV Å⁻¹: 1.3
Energy relative to the best compared isomer or geometry (same formula, charge and spin) in kJ/mol: 247.41
E_LUMO in eV: 1.021
Total energy in a.u.: -412.1147
Highest occupied orbital energy in eV: -10.09
Frontier orbital gap in eV: 11.113

```
14
Properties=species:S:1:pos:R:3:forces:R:3
O 1.34940 0.55188 1.75290 0.403 0.143 -0.312
N -0.09162 1.95552 -0.68634 0.444 1.266 -0.132
N -0.78000 0.95908 -0.27630 -0.521 -0.485 0.241
N 0.72488 1.50266 -1.60838 -0.348 -0.523 0.238
N 0.59149 0.20704 -1.82458 0.128 -0.415 -0.217
C -0.91326 -1.48049 -0.76649 0.141 -0.095 -0.098
C -0.36301 -0.12471 -0.97212 0.314 0.487 -0.238
C 0.64203 0.09072 2.59347 -0.321 -0.209 0.407
H -0.16230 -2.11355 -0.29720 -0.019 -0.107 0.040
H 0.41315 0.61745 3.53334 0.033 0.162 0.062
H 1.39280 2.07581 -2.10135 -0.118 0.002 0.128
H -1.78481 -1.41482 -0.12257 -0.056 -0.044 0.009
H 0.16837 -0.90035 2.49549 -0.025 -0.107 -0.136
H -1.18710 -1.92624 -1.71987 -0.054 -0.074 0.008
```
Forces are in eV/Å.



Record 2
Here is C3H6N4O as an isolated structure in a non-equilibrium geometry from the OMol25 dataset. Energies are from the ωB97M-V functional and the def2-TZVPD basis.

## Properties
Max |F| in eV Å⁻¹: 6.9
Energy relative to the best compared isomer or geometry (same formula, charge and spin) in kJ/mol: 693.55
E_LUMO in eV: 0.373
Total energy in a.u.: -411.9448
Highest occupied orbital energy in eV: -9.60
Frontier orbital gap in eV: 9.972

```
14
Properties=species:S:1:pos:R:3:forces:R:3
O 0.16661 1.03738 1.05220 -2.850 -0.301 -2.079
N 0.43551 -0.75775 -0.31118 0.140 1.363 3.034
N -0.31664 0.01737 -2.32274 1.792 -4.439 -0.352
N -1.09579 2.28189 -0.67834 3.202 -3.628 0.382
N 0.72082 0.47835 -1.07292 -6.177 -2.660 -1.387
C -0.21174 1.34584 -0.31887 -0.802 4.486 -1.453
C 0.04467 -0.34888 0.89545 4.265 -0.571 -4.018
C 0.39084 -1.16651 2.01754 -0.720 2.735 3.624
H 1.14915 -0.47644 2.47272 -0.765 0.035 0.299
H -1.12598 -0.76902 -1.83161 3.261 3.045 -1.347
H 1.07427 -1.94234 1.98508 0.197 -2.430 -1.145
H -0.42538 -1.19716 2.75314 0.448 -0.610 -0.028
H -1.21510 2.37264 -1.74707 0.726 -0.647 2.130
H 0.40878 -0.87537 -2.89342 -2.717 3.622 2.340
```
Forces are in eV/Å.



Record 3
Here is one molecule with the formula C3H6N4O in a non-equilibrium geometry from the OMol25 dataset. Energies are from the ωB97M-V functional and the def2-TZVPD basis.

## Properties
Max |F| in eV Å⁻¹: 5.0
Energy relative to the best compared isomer or geometry (same formula, charge and spin) in kJ/mol: 243.08
E_LUMO in eV: 0.485
Total energy in a.u.: -412.1164
Highest occupied orbital energy in eV: -8.63
Frontier orbital gap in eV: 9.117

```
14
Properties=species:S:1:pos:R:3:forces:R:3
O -2.97041 0.14168 0.12204 2.416 1.241 -0.610
N -0.84592 1.17987 0.00177 -4.656 1.371 1.133
N -0.82096 -0.98083 -0.24083 -0.081 -1.653 0.030
N 0.54524 -0.51181 -0.51660 -2.292 1.578 0.565
N 1.44510 1.72796 -0.09387 -0.757 -2.606 -0.613
C 0.42606 0.91237 -0.13694 3.558 1.321 -1.900
C -1.57311 0.09627 -0.01627 -0.675 3.305 0.078
C 1.54512 -1.11314 0.29518 1.557 1.393 1.455
H 1.78167 -0.49387 1.22783 -0.191 -0.691 -1.287
H 2.40884 -1.17241 -0.33348 0.808 -0.192 0.050
H -3.20111 1.14198 0.08435 0.799 -2.311 0.158
H -1.26984 -1.60851 -0.90264 0.799 -0.335 -0.016
H 1.25943 -2.04666 0.63705 -0.563 -2.040 0.354
H 1.26989 2.72708 -0.12760 -0.722 -0.381 0.603
```
Forces are in eV/Å.



Question: Among the records above, which one has the highest total energy?
Answer: number 2



Question: What is the total energy in the third record?
Answer: -412.1164 a.u.



Question: Among the records above, which one has the highest max |F|?
Answer: number 2



Question: max |F| of number 2 (C3H6N4O)?
Answer: 6.9 eV Å⁻¹